Entry 1:
Formula: C10H18CuO12S
Source: OMol25
Level of theory: ωB97M-V with the def2-TZVPD basis set

Calculated values
HOMO energy: -0.091 eV
E_tot: -90696.6631 eV
orbital gap: 3.288 eV
ΔE to the lowest compared entry with this formula, charge and spin: 185.3 kcal per mole

```
! wB97M-V def2-TZVPD RIJCOSX def2/J DEFGRID3
* xyz -2 2
Cu 0.04 -3.39 0.95
S -2.15 -5.31 -1.52
O -3.24 -6.22 -1.21
O -2.31 -5.41 -2.92
O -2.21 -3.96 -0.92
O -0.87 -5.70 -0.99
C 4.43 -3.57 2.64
O 3.16 -4.12 2.87
H 4.47 -2.51 2.88
H 5.26 -4.03 3.18
H 4.79 -3.51 1.61
C -3.17 -3.79 4.06
O -1.84 -4.23 3.72
H -3.96 -4.39 3.60
H -3.55 -3.92 5.07
H -3.37 -2.79 3.67
C -2.27 5.30 1.56
C -2.08 4.21 2.62
C -3.37 3.36 3.03
O -2.87 2.02 3.04
C -1.72 1.96 2.26
O -1.13 0.90 1.92
O -1.40 3.21 1.85
H -1.40 5.67 1.01
H -2.71 6.24 1.89
H -2.89 4.93 0.74
H -1.51 4.42 3.52
H -4.21 3.57 2.36
H -3.77 3.75 3.96
C 3.16 1.19 -5.92
C 3.35 1.32 -4.42
C 2.34 2.27 -3.78
O 1.60 1.38 -2.88
C 2.32 0.30 -2.70
O 1.94 -0.62 -1.90
O 3.20 0.19 -3.69
H 3.29 2.20 -6.31
H 2.21 0.81 -6.30
H 3.93 0.48 -6.22
H 4.25 1.93 -4.34
H 1.67 2.59 -4.58
H 2.62 3.25 -3.41
*
```

Löwdin population analysis, charges in e, atoms 1 to 8: atom 1 (Cu): 0.714, atom 2 (S): 0.167, atom 3 (O): -0.158, atom 4 (O): -0.206, atom 5 (O): -0.380, atom 6 (O): -0.348, atom 7 (C): -0.493, atom 8 (O): -0.451

Entry 2:
Formula: C10H18N2
Source: OMol25
Level of theory: ωB97M-V with the def2-TZVPD basis set

Calculated values
HOMO energy (alpha / beta): -16.733 / -16.733 eV
E_tot: -13619.5728 eV
orbital gap (alpha / beta): 7.821 / 7.819 eV
ΔE to the lowest compared entry with this formula, charge and spin: 99.1 kcal per mole

```
! wB97M-V def2-TZVPD RIJCOSX def2/J DEFGRID3
* xyz 2 1
C -0.89 -0.84 0.34
C -0.36 -0.73 -1.97
C -0.35 2.04 2.73
C -1.52 1.09 2.71
C 1.48 0.00 0.27
C -0.10 0.31 0.82
C 1.74 -0.32 -1.21
C -0.14 0.60 2.35
C -1.48 -2.06 1.01
C -0.45 -0.91 -3.36
N -1.04 -0.82 -0.99
N 2.02 0.88 -2.04
H -0.36 2.72 1.89
H 0.18 2.55 3.46
H -2.02 0.63 3.63
H -2.22 1.30 1.98
H 2.17 0.95 0.53
H 1.66 -0.87 0.90
H -0.54 1.33 0.49
H 2.04 -1.27 -1.63
H 0.38 -0.02 2.96
H -1.46 -1.90 2.03
H -1.08 -2.99 0.73
H -2.49 -2.09 0.60
H -0.55 -1.96 -3.48
H 0.48 -0.60 -4.01
H -1.43 -0.44 -3.88
H 1.77 1.78 -1.61
H 1.58 0.80 -3.01
H 3.00 0.83 -2.24
*
```

Löwdin population analysis, charges in e, atoms 1 to 8: atom 1 (C): -0.124, atom 2 (C): -0.109, atom 3 (C): -0.070, atom 4 (C): -0.082, atom 5 (C): -0.032, atom 6 (C): -0.166, atom 7 (C): -0.072, atom 8 (C): -0.246

Entry 3:
Formula: C10H18N2O
Source: OMol25
Level of theory: ωB97M-V with the def2-TZVPD basis set

Calculated values
HOMO energy: -8.733 eV
SMILES: C=C1N(C(C)(C)C)C(=O)NC1(C)C
E_tot: -15688.5193 eV
orbital gap: 9.461 eV
ΔE to the lowest compared entry with this formula, charge and spin: 31.5 kcal per mole

```
! wB97M-V def2-TZVPD RIJCOSX def2/J DEFGRID3
* xyz 0 1
C 0.99 -0.01 0.14
C -0.86 0.69 1.27
C 1.84 -0.85 -0.30
C 1.19 1.44 0.57
C 2.54 1.58 1.40
C 1.04 2.44 -0.58
C -0.91 -2.65 0.07
C -2.70 -0.95 -0.26
C -0.85 -1.03 -1.89
C -1.16 -1.26 -0.38
N 0.11 1.56 1.57
N -0.41 -0.26 0.41
O -1.92 0.69 1.87
H 1.73 -1.89 -0.68
H 2.76 -0.34 -0.36
H 2.59 2.61 1.74
H 3.33 1.12 0.95
H 2.45 1.04 2.36
H 0.41 3.24 -0.22
H 0.65 2.00 -1.57
H 1.99 2.86 -0.72
H -1.43 -3.32 -0.64
H 0.08 -2.90 0.00
H -1.28 -2.79 1.10
H -2.91 -0.11 -0.83
H -3.23 -0.73 0.74
H -3.13 -1.83 -0.88
H -1.79 -1.53 -2.35
H -0.93 0.09 -2.16
H 0.04 -1.41 -2.32
H -0.23 2.50 1.95
*
```

Löwdin population analysis, charges in e, atoms 1 to 8: atom 1 (C): -0.245, atom 2 (C): -0.558, atom 3 (C): 0.081, atom 4 (C): -0.429, atom 5 (C): -0.002, atom 6 (C): 0.006, atom 7 (C): -0.032, atom 8 (C): -0.048

Entry 4:
Formula: C10H18N3O4
Source: OMol25
Level of theory: ωB97M-V with the def2-TZVPD basis set

Calculated values
HOMO energy: -2.069 eV
E_tot: -23320.7551 eV
orbital gap: 4.326 eV

```
! wB97M-V def2-TZVPD RIJCOSX def2/J DEFGRID3
* xyz -1 1
C 0.78 -1.62 3.15
C 1.99 -1.46 3.32
N 3.28 -1.23 3.44
C 3.97 -2.32 4.11
C 3.48 -2.52 5.53
O 3.58 -1.69 6.41
O 2.93 -3.72 5.79
H -0.27 -1.70 3.19
H 3.89 -3.26 3.56
H 5.02 -2.05 4.23
H 2.72 -3.71 6.73
C 0.02 0.34 -0.78
O 0.20 -0.79 -0.39
N 0.78 1.40 -0.42
C 0.55 2.72 -0.95
C 1.86 1.18 0.54
H -0.78 0.61 -1.49
H 1.43 3.08 -1.48
H 0.32 3.42 -0.14
H -0.30 2.70 -1.64
H 2.55 0.44 0.16
H 1.48 0.81 1.49
H 2.39 2.12 0.70
C -3.88 1.03 -2.38
O -3.78 2.17 -1.97
N -3.54 0.63 -3.62
C -3.67 -0.74 -4.05
C -3.00 1.62 -4.53
H -4.27 0.21 -1.75
H -2.70 -1.15 -4.33
H -4.34 -0.81 -4.91
H -4.07 -1.34 -3.24
H -2.10 2.07 -4.12
H -3.73 2.42 -4.70
H -2.77 1.14 -5.48
*
```

Löwdin population analysis, charges in e, atoms 1 to 8: atom 1 (C): -0.015, atom 2 (C): -0.439, atom 3 (N): -0.083, atom 4 (C): -0.250, atom 5 (C): -0.542, atom 6 (O): 0.058, atom 7 (O): 0.070, atom 8 (H): -0.049

Entry 5:
Formula: C10H18N4S
Source: OMol25
Level of theory: ωB97M-V with the def2-TZVPD basis set

Calculated values
HOMO energy: -8.465 eV
E_tot: -27450.3739 eV
orbital gap: 8.858 eV
ΔE to the lowest compared entry with this formula, charge and spin: 186.8 kcal per mole

```
! wB97M-V def2-TZVPD RIJCOSX def2/J DEFGRID3
* xyz 0 1
C 2.07 1.86 -1.37
C 1.92 1.85 0.15
C 2.37 0.64 0.78
C 2.33 -0.93 -1.11
C 0.82 -1.42 0.34
C 0.13 -1.35 1.63
C -1.63 -0.25 0.40
C -2.53 -1.50 0.00
C -3.03 -0.89 -1.36
C -2.56 0.90 0.73
H 0.89 1.55 -2.05
H 2.06 3.20 -1.50
H 3.16 1.32 -2.00
H 2.43 2.77 0.53
H 0.82 1.94 0.62
H 2.11 0.36 1.80
H 3.52 0.61 0.57
H 2.83 -0.17 -1.78
H -0.41 -2.16 2.06
H 0.70 -0.97 2.56
H -0.50 0.77 1.97
H -1.01 0.07 -0.61
H -2.03 -2.49 -0.23
H -3.22 -1.57 0.81
H -3.80 -1.60 -1.80
H -2.19 -0.74 -2.17
H -1.78 1.78 0.45
H -3.16 0.81 1.64
N 1.83 -0.52 0.08
N 1.60 -2.05 -1.50
N 0.77 -2.36 -0.53
N -0.77 -0.24 1.59
S -3.74 0.77 -0.71
*
```

Löwdin population analysis, charges in e, atoms 1 to 8: atom 1 (C): -0.168, atom 2 (C): -0.347, atom 3 (C): -0.198, atom 4 (C): -0.132, atom 5 (C): -0.357, atom 6 (C): -0.161, atom 7 (C): -0.503, atom 8 (C): -0.201

Entry 6:
Formula: C10H18N7O3SV
Source: OMol25
Level of theory: ωB97M-V with the def2-TZVPD basis set

Calculated values
HOMO energy (alpha / beta): -14.069 / -14.130 eV
E_tot: -63742.4543 eV
orbital gap (alpha / beta): 7.350 / 7.594 eV
ΔE to the lowest compared entry with this formula, charge and spin: 0.0 kcal per mole

```
! wB97M-V def2-TZVPD RIJCOSX def2/J DEFGRID3
* xyz 2 3
V 0.02 1.17 0.09
C -3.52 -0.68 1.91
C -2.16 -0.28 1.44
N -1.91 0.34 0.34
N -2.93 0.68 -0.49
C -2.53 1.18 -1.62
N -3.43 1.56 -2.52
S -0.83 1.33 -2.11
C -0.98 -0.54 2.28
C -1.06 -1.22 3.49
C 0.08 -1.40 4.25
C 1.28 -0.87 3.79
C 1.29 -0.20 2.59
N 0.19 -0.05 1.84
H -4.26 -0.45 1.16
H -3.76 -0.15 2.83
H -3.55 -1.75 2.13
H -4.41 1.50 -2.29
H -3.16 2.02 -3.37
H -2.01 -1.61 3.84
H 0.04 -1.93 5.19
H 2.20 -0.97 4.37
H 2.20 0.27 2.22
N 2.98 -0.55 -3.88
C 2.68 -1.53 -2.76
C 1.45 -1.12 -1.96
N 1.67 -0.22 -0.82
H 3.77 -0.89 -4.45
H 3.23 0.38 -3.55
H 2.18 -0.45 -4.51
H 3.58 -1.59 -2.15
H 2.52 -2.49 -3.24
H 0.99 -2.03 -1.57
H 0.69 -0.68 -2.62
H 2.32 0.54 -1.03
H 2.08 -0.74 -0.05
O 1.05 4.47 -0.17
N 0.79 3.42 0.29
O 1.63 2.44 0.45
O -0.40 3.06 0.63
*
```

Löwdin population analysis, charges in e, atoms 1 to 8: atom 1 (V): 0.816, atom 2 (C): 0.007, atom 3 (C): -0.227, atom 4 (N): -0.082, atom 5 (N): 0.029, atom 6 (C): -0.753, atom 7 (N): 0.123, atom 8 (S): 0.699

Entry 7:
Formula: C10H18NO2
Source: OMol25
Level of theory: ωB97M-V with the def2-TZVPD basis set

Calculated values
HOMO energy: -13.896 eV
SMILES: CC[NH+](CC)[C@]1(O)C=C[C@@H](O)C=C1
E_tot: -16237.4608 eV
orbital gap: 10.819 eV
ΔE to the lowest compared entry with this formula, charge and spin: 46.5 kcal per mole

```
! wB97M-V def2-TZVPD RIJCOSX def2/J DEFGRID3
* xyz 1 1
C 1.37 2.12 0.85
C -1.10 2.18 0.88
C 1.28 0.89 1.30
C -1.10 0.90 1.18
C 0.16 2.86 0.40
C 0.07 0.00 1.00
C 1.64 -2.03 -1.81
C -2.03 -2.08 -0.56
C 0.97 -1.77 -0.52
C -1.14 -0.91 -1.13
N 0.09 -0.64 -0.42
O 0.09 4.23 0.87
O 0.03 -1.09 1.99
H 2.30 2.62 0.78
H -1.83 2.96 0.91
H 2.28 0.44 1.55
H -2.07 0.37 1.41
H -0.03 2.99 -0.70
H 1.77 -0.94 -2.12
H 2.61 -2.27 -1.60
H 1.22 -2.60 -2.62
H -2.78 -2.27 -1.28
H -1.44 -2.98 -0.40
H -2.54 -1.69 0.38
H 1.64 -1.53 0.30
H 0.35 -2.65 -0.16
H -1.75 0.09 -1.06
H -1.01 -1.00 -2.23
H 0.45 0.11 -1.10
H 0.98 4.46 1.18
H -0.46 -0.75 2.74
*
```

Löwdin population analysis, charges in e, atoms 1 to 8: atom 1 (C): -0.010, atom 2 (C): 0.019, atom 3 (C): 0.017, atom 4 (C): -0.037, atom 5 (C): -0.340, atom 6 (C): -0.379, atom 7 (C): -0.012, atom 8 (C): -0.019

Largest force on an atom: 8.17, 5.01, 4.86, 0.72, 5.83, 0.79, 4.73 (eV/A)
Molar mass: 425.85, 166.27, 182.27, 244.27, 226.35, 367.31, 184.26 (g/mol)